Molecular formula: C62H151Cl8N9
Method: DFT, ωB97M-V/def2-TZVPD

Geometry as XYZ:
```
230
Properties=species:S:1:pos:R:3:forces:R:3
Cl 1.7486 1.1282 -5.9279 0.0 -0.2 0.2
C 3.4741 0.9456 -5.5213 0.4 -0.4 0.2
C 4.3121 1.2896 -6.7131 -0.3 0.3 -0.5
Cl 4.3388 3.0516 -6.9009 0.4 0.6 -0.2
H 3.7314 -0.0784 -5.2506 -0.6 -0.2 0.2
H 3.6673 1.5950 -4.6675 0.1 0.0 -0.1
H 3.8390 0.9355 -7.6290 0.2 -0.3 0.1
H 5.3290 0.9019 -6.6513 -0.1 0.2 0.2
Cl 4.8412 4.4685 3.4355 0.0 0.1 0.0
C 4.2809 5.8099 2.3913 0.0 0.4 0.2
C 3.6860 6.9585 3.2779 0.4 -1.4 -0.6
Cl 2.9751 8.1298 2.1874 -0.4 0.6 -0.4
H 3.5922 5.3920 1.6570 -0.6 0.1 0.5
H 5.0989 6.0890 1.7272 0.3 0.5 0.6
H 4.4093 7.4793 3.9053 0.2 -0.3 -0.2
H 2.9000 6.5464 3.9108 0.1 0.0 -0.1
Cl 9.3686 2.0951 1.0985 -1.0 0.4 0.0
C 7.6273 2.6772 1.2028 0.6 0.6 -0.6
C 6.7429 1.6324 0.5877 0.2 -2.0 0.1
Cl 5.0119 1.9842 0.6519 -0.2 0.3 0.2
H 7.5248 3.5892 0.6147 0.4 0.0 0.0
H 7.4435 2.9563 2.2403 -0.2 -0.5 -0.1
H 6.8943 0.6584 1.0530 -0.2 0.2 0.7
H 6.9623 1.3303 -0.4364 0.3 1.0 -0.2
Cl -2.8030 6.3565 0.0873 -0.1 0.3 0.0
C -2.6429 4.7189 0.7512 0.2 0.0 -0.1
C -3.1367 3.6573 -0.1849 -0.1 -0.7 0.5
Cl -4.9186 3.5404 -0.1762 -0.1 0.5 -0.4
H -3.1847 4.6704 1.6958 0.1 0.1 -0.1
H -1.5827 4.5401 0.9300 0.0 0.1 0.0
H -2.7941 2.7219 0.2574 0.1 -0.2 -0.2
H -2.7849 3.7061 -1.2154 0.0 0.3 0.2
C -5.1350 1.7283 6.3495 0.8 0.9 -0.8
C -5.1710 2.2220 4.8742 0.4 -2.1 0.7
N -4.7612 1.1320 3.9238 -0.8 0.8 1.1
C -3.4590 0.5117 4.1641 0.5 0.9 -1.9
C -2.1857 1.3574 3.7073 -1.1 -0.8 1.3
C -5.0479 1.6663 2.6072 0.1 -0.3 -0.5
C -4.9620 0.6453 1.4940 0.4 -0.1 -0.2
H -4.1055 1.5571 6.6640 0.1 -0.3 -0.1
H -5.7095 0.8114 6.4815 -0.1 0.3 0.1
H -5.4064 2.5569 7.0037 -0.7 -0.2 0.1
H -6.2051 2.4546 4.6201 0.1 0.2 0.0
H -4.5450 3.1030 4.7326 0.1 0.3 0.1
H -3.3579 0.2092 5.2064 0.0 0.3 0.0
H -3.4050 -0.4133 3.5901 -0.3 -0.2 -0.1
H -2.1071 1.6812 2.6694 -0.5 -0.2 -0.1
H -2.1785 2.2276 4.3636 0.6 0.1 -0.1
H -1.3616 0.6713 3.9031 0.4 0.4 0.1
H -4.4126 2.5154 2.3550 0.4 0.3 0.0
H -6.0503 2.0918 2.6544 -0.1 -0.1 -0.1
H -3.9307 0.3060 1.3968 0.1 -0.5 0.3
H -5.1336 1.0458 0.4948 -0.5 0.2 0.2
H -5.6508 -0.1782 1.6827 0.2 -0.2 0.0
C -3.4299 1.3842 -2.6329 -0.2 0.0 -0.1
C -3.5099 2.5913 -3.6096 1.1 -0.7 0.7
N -2.1915 3.1415 -3.9803 -0.1 0.5 0.4
C -2.2953 4.5304 -4.5349 -0.4 -1.5 0.8
C -2.4010 5.5515 -3.4166 0.3 0.5 -0.2
C -1.3941 2.2497 -4.7959 -0.6 -0.6 -0.7
C -2.0294 1.8779 -6.1831 0.4 -0.2 0.7
H -2.8160 1.5514 -1.7479 0.2 0.3 -0.2
H -3.0960 0.4450 -3.0739 0.2 0.1 -0.3
H -4.4186 1.1600 -2.2323 -0.2 0.1 -0.1
H -4.0256 2.2574 -4.5100 -0.5 0.2 -0.1
H -4.0584 3.3633 -3.0699 -0.2 0.1 -0.4
H -1.4472 4.7193 -5.1931 0.2 0.0 0.2
H -3.1781 4.5734 -5.1728 -0.3 0.3 -0.2
H -1.6049 5.4748 -2.6761 0.3 -0.2 -0.2
H -2.3058 6.5301 -3.8871 -0.1 0.3 0.2
H -3.3162 5.5472 -2.8245 -0.2 -0.2 -0.3
H -1.2133 1.3070 -4.2794 -0.1 -0.1 0.3
H -0.3968 2.6814 -4.8798 -0.1 0.2 -0.4
H -2.8482 1.1610 -6.1224 -0.4 0.2 0.6
H -1.3341 1.2725 -6.7645 0.4 0.6 -0.4
H -2.4047 2.7738 -6.6778 0.3 -0.1 -0.4
C 1.2148 5.9910 -4.9145 0.1 -0.4 -0.2
C 2.2857 6.7269 -4.1410 0.2 0.2 1.0
N 2.6738 6.1568 -2.7980 -0.1 -1.1 -0.3
C 1.5498 6.0857 -1.8383 0.2 1.3 -0.2
C 0.9288 7.4933 -1.5799 0.6 -1.5 0.4
C 3.2479 4.7668 -2.9509 0.3 1.7 -0.8
C 3.9152 4.2328 -1.7281 -1.2 0.3 0.5
H 1.5357 4.9868 -5.1916 -0.1 -0.1 0.0
H 0.9782 6.5137 -5.8413 0.0 0.1 0.0
H 0.2974 5.9395 -4.3281 0.0 -0.1 0.0
H 3.2113 6.8780 -4.6965 0.1 -0.5 -0.1
H 1.9129 7.7459 -4.0370 0.1 0.1 0.6
H 0.8370 5.3112 -2.1217 -0.6 0.0 -0.3
H 1.8666 5.7730 -0.8434 0.7 -0.1 -0.1
H 0.4247 7.3995 -0.6180 -0.7 0.2 -0.3
H 1.7633 8.1521 -1.3397 0.0 0.3 -0.6
H 0.2960 7.8219 -2.4043 0.0 0.3 0.3
H 4.0682 4.8102 -3.6674 -0.4 0.2 -0.7
H 2.4723 4.0706 -3.2702 -0.1 -0.2 -0.3
H 3.0852 4.0955 -1.0350 0.5 -0.4 0.7
H 4.6005 4.9820 -1.3318 0.3 -0.3 0.1
H 4.3524 3.2718 -1.9992 0.3 0.1 0.4
C -2.8676 -2.5477 -2.4516 -0.4 0.1 -1.5
C -3.1427 -4.0422 -2.2675 1.2 0.9 0.8
N -2.4861 -4.9004 -3.2364 -0.3 -0.6 0.1
C -1.0154 -5.0175 -3.1016 -0.2 1.0 -1.0
C -0.3463 -5.5513 -4.3685 -0.4 -1.6 -0.4
C -3.1381 -6.2417 -3.2897 0.3 0.7 -0.3
C -2.7220 -7.2474 -2.2261 0.6 -0.5 -0.3
H -3.3670 -1.9735 -1.6712 0.3 0.2 0.0
H -3.2829 -2.2760 -3.4221 -0.9 0.1 0.0
H -1.8718 -2.1859 -2.7078 0.6 -0.5 1.1
H -2.8512 -4.3042 -1.2504 0.1 -0.2 0.4
H -4.2307 -4.1094 -2.2636 0.0 -0.5 -0.5
H -0.7014 -5.5070 -2.1797 0.1 -0.3 0.0
H -0.5545 -4.0298 -3.1116 -0.5 0.5 0.7
H -0.7370 -5.0831 -5.2719 0.2 0.6 0.2
H -0.5337 -6.5999 -4.6000 -0.3 -0.4 0.4
H 0.7431 -5.5358 -4.3370 0.0 0.6 0.1
H -4.2158 -6.1096 -3.1939 0.0 0.3 -0.3
H -2.9106 -6.5363 -4.3142 -0.2 -0.8 0.1
H -3.2453 -8.2009 -2.2970 -0.5 0.2 -0.1
H -1.6896 -7.5701 -2.3607 0.2 0.3 0.2
H -2.8518 -6.8609 -1.2152 0.0 0.1 0.0
C 5.9159 -4.1092 -3.7716 -0.6 -0.1 -0.1
C 5.3924 -2.6971 -4.1541 0.4 -0.7 0.2
N 3.9487 -2.4799 -4.0592 0.6 0.3 0.3
C 3.0905 -3.3453 -4.8717 -0.4 0.6 -0.6
C 2.8967 -2.9006 -6.3899 1.1 0.3 1.2
C 3.4464 -2.4419 -2.6530 0.7 1.8 -1.4
C 4.1655 -1.3967 -1.7795 -0.3 -1.1 0.0
H 5.7511 -4.8225 -4.5792 0.2 0.0 -0.2
H 5.3724 -4.5527 -2.9374 -0.1 0.3 0.3
H 6.9693 -4.1243 -3.4920 0.0 0.2 -0.2
H 5.9096 -1.9742 -3.5232 -0.2 0.1 0.0
H 5.7515 -2.4810 -5.1603 -0.2 0.1 -0.2
H 3.4100 -4.3782 -4.7339 -0.2 -0.4 -0.4
H 2.1431 -3.1872 -4.3563 -0.4 -0.6 -0.4
H 2.4445 -1.9090 -6.3735 -0.1 0.0 -0.1
H 3.8713 -2.7860 -6.8643 0.2 0.1 0.1
H 2.3500 -3.5216 -7.0995 -0.3 -0.4 0.7
H 3.4608 -3.3961 -2.1264 -0.2 -0.3 -0.1
H 2.4482 -2.0370 -2.8200 -0.4 -0.5 0.6
H 4.1291 -0.3809 -2.1732 0.0 -0.1 -0.1
H 5.1937 -1.7000 -1.5822 0.0 0.2 0.1
H 3.6086 -1.4673 -0.8452 0.2 0.5 0.3
C 0.9687 2.7319 2.1704 0.4 -0.2 -1.5
C 1.2238 2.5083 0.6403 -0.5 -0.2 1.8
N 0.2107 1.6990 0.0111 -1.0 1.7 -0.5
C 0.2945 1.8328 -1.4711 0.3 -1.4 1.2
C 1.6317 1.3256 -1.9768 0.0 -0.1 -0.7
C 0.1650 0.3367 0.5042 -0.9 -0.3 -0.7
C -1.0535 -0.4268 -0.0433 0.0 -0.5 0.3
H 1.7471 3.4520 2.4227 -0.1 -0.1 0.7
H 1.0627 1.7943 2.7182 0.2 0.2 0.1
H -0.0241 3.1400 2.3596 0.0 0.1 -0.1
H 1.3054 3.5034 0.2031 -0.3 -0.1 -0.4
H 2.1976 2.0291 0.5398 0.5 0.0 0.1
H -0.4809 1.1634 -1.8438 -0.1 0.3 -0.4
H 0.0988 2.8335 -1.8563 -0.2 0.2 0.5
H 1.7429 0.2624 -1.7639 0.0 -0.1 -0.2
H 1.6120 1.4912 -3.0540 0.3 -0.3 -0.2
H 2.5216 1.8028 -1.5664 -0.2 0.3 0.0
H 0.0233 0.2720 1.5830 0.4 0.6 0.1
H 1.0985 -0.1543 0.2293 0.2 -0.6 0.2
H -0.9804 -0.7303 -1.0877 -0.1 0.2 0.0
H -1.9913 0.0924 0.1543 0.1 0.5 -0.4
H -1.2291 -1.3460 0.5156 0.5 -0.3 0.1
C 0.8506 -8.1885 -1.0390 -0.5 0.1 0.4
C 0.0632 -7.6559 0.1653 0.9 0.3 -0.2
N 0.9188 -6.7065 0.9011 -1.0 0.5 1.3
C 0.5070 -6.6246 2.3254 0.9 0.4 0.0
C 1.5204 -5.9070 3.2611 0.7 -0.2 0.0
C 1.0143 -5.3506 0.3189 0.8 -1.1 -0.4
C -0.1602 -4.3604 0.4441 1.7 -0.8 -0.2
H 0.8547 -7.4024 -1.7940 0.2 -0.4 -0.4
H 0.3905 -9.1154 -1.3817 -0.1 0.2 -0.5
H 1.8711 -8.4422 -0.7520 0.0 0.2 0.1
H -0.8684 -7.1815 -0.1432 -0.2 0.0 -0.2
H -0.2260 -8.5078 0.7807 0.2 0.2 0.4
H -0.4223 -6.0820 2.4993 -0.6 -0.2 -0.3
H 0.3624 -7.6718 2.5910 0.0 0.2 0.6
H 1.2353 -5.8853 4.3129 -0.4 -0.6 0.0
H 2.5200 -6.3401 3.2271 0.0 -0.4 -0.1
H 1.7422 -4.8503 3.1113 -0.5 0.2 -0.8
H 1.2987 -5.5091 -0.7213 -0.2 0.1 -0.3
H 1.9450 -4.9886 0.7557 -0.2 0.7 0.1
H 0.1581 -3.5073 -0.1551 -0.4 0.2 0.0
H -0.1838 -4.0620 1.4922 -0.8 0.1 -0.1
H -1.0380 -4.8254 -0.0046 -0.3 0.4 0.5
C 0.7148 0.5205 8.5467 -0.4 0.0 1.5
C 0.6197 1.2242 7.2329 0.7 1.2 -1.7
N 1.2664 2.5760 7.0238 -0.6 -0.6 -0.3
C 2.7067 2.5740 7.3243 -1.2 -0.4 1.0
C 2.9009 3.3734 8.6326 0.9 -0.1 -1.7
C 1.0127 3.0403 5.6500 0.1 0.3 0.3
C 1.3192 4.5161 5.4122 0.1 0.5 0.2
H 0.2393 1.0323 9.3835 0.0 0.5 -0.1
H 1.7113 0.2552 8.8998 0.2 0.2 -0.4
H 0.1668 -0.4217 8.5514 0.0 -0.1 -0.6
H 1.0599 0.5557 6.4929 0.2 -0.4 -0.4
H -0.3938 1.3881 6.8667 -0.3 -0.2 0.5
H 3.2945 2.9461 6.4851 0.0 0.3 0.1
H 2.9929 1.5282 7.4361 0.4 -0.1 0.2
H 3.9645 3.2932 8.8570 0.0 0.0 0.7
H 2.2152 3.0659 9.4221 0.3 -0.1 -0.1
H 2.7245 4.4098 8.3445 -0.2 0.1 0.4
H 1.5894 2.4907 4.9060 0.2 -0.5 -0.1
H -0.0294 2.8902 5.3680 -0.1 -0.2 0.4
H 2.3641 4.7767 5.2436 0.2 -0.5 -0.1
H 0.7659 4.8249 4.5253 0.0 0.2 0.0
H 1.0490 5.1643 6.2458 -0.5 -0.2 0.1
C -2.9745 -5.5339 4.5575 -0.6 -0.2 0.2
C -4.3598 -4.9150 4.3736 0.4 1.5 -0.1
N -4.7568 -4.5364 3.0075 0.4 -0.7 -0.7
C -3.7589 -3.7129 2.2730 -1.1 -0.8 0.0
C -4.3150 -3.1516 0.9683 0.3 1.0 -0.3
C -5.1377 -5.7053 2.2024 -0.8 -0.1 0.3
C -6.2080 -6.5625 2.8668 0.1 0.0 -0.8
H -2.9307 -6.5350 4.1286 0.3 0.0 -0.1
H -2.7866 -5.5979 5.6292 0.1 -0.2 0.1
H -2.2020 -4.8762 4.1590 0.0 -0.2 -0.2
H -5.1727 -5.4469 4.8681 0.2 -0.3 -0.3
H -4.3207 -3.9757 4.9251 -0.1 0.3 0.1
H -3.4251 -2.9028 2.9213 -0.1 0.1 0.1
H -2.8812 -4.2998 2.0022 0.4 -0.2 0.1
H -3.5746 -2.4370 0.6088 0.2 0.2 0.0
H -4.4461 -3.8073 0.1075 -0.1 -0.5 0.5
H -5.2239 -2.5590 1.0721 -0.1 -0.2 0.3
H -4.3561 -6.3879 1.8688 0.9 0.1 0.2
H -5.6245 -5.4035 1.2751 0.2 0.5 0.0
H -6.4362 -7.3178 2.1147 -0.3 -0.2 0.1
H -7.0899 -5.9295 2.9651 -0.1 -0.3 0.6
H -5.8963 -7.0890 3.7688 -0.2 0.3 0.1
```
Positions in Å, forces in eV/Å.

Net charge: 0
LUMO energy: 0.26 eV
Energy relative to the best compared isomer or geometry (same formula, charge and spin): 98.12 kJ/mol
Calculated total energy: -6626.99097 Eh
HOMO-LUMO gap: 8.44 eV
Maximum force: 2.3 eV/A